# C5H8N3

A gas-phase ion, C5H8N3 (charge +1) in a non-equilibrium geometry (ωB97M-V/def2-TZVPD, the Open Molecules 2025 dataset).

- multiplicity = 1
- charge = +1
- LUMO (eV) = -4.92
- energy above the lowest of the compared OMol25 structures with the same formula, charge and spin (kcal per mole) = 118.5

Positions of all 16 atoms, in Å:
1 C -1.09648 -0.79554 1.07602
2 C -0.43281 -1.32482 0.03966
3 C 0.52085 1.38634 0.06642
4 C -0.52717 1.35636 0.94821
5 C 1.15208 -1.48598 -1.78806
6 N 0.91024 0.43472 -0.72271
7 N 0.49605 -0.76053 -0.74774
8 N -1.05159 2.16993 1.77974
9 H -1.79794 -1.15198 1.88063
10 H -0.56111 -2.37485 -0.11944
11 H 1.07180 2.29635 -0.18671
12 H 1.76739 -0.66551 -2.14595
13 H 1.79033 -2.29145 -1.51577
14 H 0.49317 -1.79137 -2.60365
15 H -1.79975 1.84516 2.48847
16 H -0.93505 3.15317 1.55088